# C21H37N3O15

A structure of composition C21H37N3O15 (ωB97M-V/def2-TZVPD, the Open Molecules 2025 dataset).

```
! RIJCOSX wB97M-V def2-TZVPD def2/J DEFGRID3
* xyz 0 1
C 15.924 18.298 16.581
C 15.617 18.073 15.097
O 14.866 16.887 14.998
C 14.635 16.476 16.274
O 14.215 15.392 16.546
O 14.969 17.378 17.152
H 15.637 19.329 16.790
H 16.970 18.242 16.880
H 16.513 17.937 14.492
H 15.061 18.938 14.735
C 14.639 14.599 13.268
C 15.642 15.684 12.868
O 16.831 14.988 12.868
C 16.671 13.664 13.171
O 17.497 12.817 13.183
O 15.366 13.440 13.470
H 13.841 14.494 12.532
H 14.373 14.968 14.258
H 15.697 16.554 13.522
H 15.213 15.871 11.884
C 12.855 16.157 18.679
C 14.123 16.978 18.895
O 14.267 16.715 20.287
C 13.416 15.807 20.754
O 13.329 15.590 21.940
O 12.617 15.369 19.814
H 12.960 15.611 17.742
H 12.053 16.834 18.384
H 13.909 17.969 18.496
H 14.963 16.583 18.323
C 19.431 17.940 13.590
C 19.213 16.886 12.460
O 17.833 16.881 12.260
C 17.334 18.028 12.874
O 16.128 18.282 12.744
O 18.316 18.793 13.375
H 20.429 18.370 13.514
H 19.177 17.595 14.593
H 19.619 15.974 12.898
H 19.771 17.276 11.609
C 17.521 21.480 17.069
C 16.354 21.314 16.150
O 15.587 20.374 16.231
N 16.319 22.283 15.179
C 15.390 22.384 14.063
H 17.264 22.104 17.925
H 18.448 21.867 16.647
H 17.836 20.534 17.509
H 17.079 22.946 15.233
H 14.634 21.599 14.105
H 16.008 22.337 13.167
H 14.772 23.278 13.978
C 16.620 13.976 19.523
C 16.048 14.018 18.126
O 16.644 14.657 17.281
N 14.829 13.474 17.968
C 14.208 13.279 16.703
H 17.285 14.834 19.620
H 17.026 13.044 19.916
H 15.948 14.467 20.227
H 14.413 13.300 18.872
H 14.679 13.805 15.872
H 13.145 13.466 16.855
H 14.391 12.223 16.504
C 20.090 18.740 17.913
C 19.342 17.937 16.892
O 19.662 17.842 15.726
N 18.339 17.057 17.277
C 17.752 16.985 18.584
H 20.070 19.810 17.706
H 21.121 18.385 17.927
H 19.773 18.463 18.918
H 17.972 16.414 16.590
H 17.345 17.994 18.635
H 18.364 16.842 19.475
H 17.034 16.172 18.472
*
```

Properties
frontier orbital gap	8.8	eV
LUMO	0.07	eV

***

# C26H32BIrN7O6

A structure of composition C26H32BIrN7O6 (ωB97M-V/def2-TZVPD, the Open Molecules 2025 dataset).

```
! RIJCOSX wB97M-V def2-TZVPD def2/J DEFGRID3
* xyz -1 5
Ir 9.113 12.213 8.909
C 12.326 9.243 9.622
C 11.610 10.688 9.706
O 10.518 10.756 8.777
C 11.689 11.479 10.790
C 10.972 12.777 11.021
C 11.310 13.488 12.353
N 9.859 13.132 10.431
N 9.100 14.261 10.879
C 7.957 14.303 10.190
O 7.668 13.582 9.119
C 7.087 15.469 10.438
C 5.836 15.501 9.839
C 4.916 16.498 10.095
C 5.290 17.632 10.884
C 6.572 17.679 11.402
C 7.442 16.553 11.234
H 13.029 9.214 8.813
H 11.568 8.481 9.467
H 12.772 8.967 10.600
H 12.610 11.289 11.353
H 12.162 13.230 13.005
H 10.346 13.252 12.749
H 11.318 14.542 12.066
H 5.598 14.827 9.017
H 3.974 16.666 9.583
H 4.599 18.476 10.969
H 6.934 18.539 11.979
H 8.461 16.441 11.665
O 7.842 11.227 7.497
N 7.336 11.823 6.500
C 6.558 11.439 5.582
C 6.043 10.103 5.568
N 5.579 9.123 5.312
C 6.246 12.497 4.733
N 5.545 12.712 3.686
N 7.651 13.234 6.551
C 6.980 13.762 5.633
N 6.921 15.090 5.485
C 7.741 15.915 6.392
C 6.988 17.241 6.662
O 6.791 17.984 5.432
C 6.082 17.079 4.579
C 6.762 15.721 4.303
H 8.697 16.017 5.867
H 7.873 15.329 7.307
H 7.484 17.843 7.431
H 6.085 16.761 7.072
H 5.889 17.596 3.604
H 5.120 17.001 5.022
H 7.797 15.792 3.955
H 6.196 15.073 3.534
C 11.935 7.820 5.835
C 10.901 8.951 5.631
C 9.891 8.548 4.607
O 10.247 9.167 6.903
B 10.859 10.308 7.530
O 11.777 10.956 6.731
C 11.612 10.450 5.398
C 10.675 11.371 4.642
C 13.035 10.411 4.784
H 11.337 6.996 6.280
H 12.736 7.998 6.533
H 12.335 7.627 4.795
H 9.456 7.609 4.949
H 10.368 8.394 3.625
H 9.252 9.428 4.427
H 9.827 11.523 5.301
H 10.463 11.107 3.604
H 11.033 12.429 4.582
H 13.628 9.691 5.267
H 13.514 11.392 4.886
H 12.968 10.160 3.698
*
```

Properties
frontier orbital gap (spin up / spin down)	4.6 / 7.0	eV
expectation value of S²	6.075
LUMO (spin up / spin down)	2.46 / 2.26	eV
energy relative to the best compared isomer or geometry (same formula, charge and spin)	311.23	kJ/mol

***

# C13H9Cl3N5

The ion C13H9Cl3N5 with charge +1 (ωB97M-V/def2-TZVPD, the Open Molecules 2025 dataset).

```
! RIJCOSX wB97M-V def2-TZVPD def2/J DEFGRID3
* xyz 1 1
C 0.853 -4.128 -2.240
N 0.018 -2.918 -2.084
C 0.618 -1.703 -2.023
C -0.166 -0.533 -1.769
C -1.546 -0.637 -1.566
C -2.273 0.537 -1.122
N -1.783 0.896 0.142
N -0.985 1.951 0.252
C -0.182 2.222 1.328
N 0.049 1.235 2.312
C 0.934 1.424 3.238
Cl 1.397 -0.033 4.166
C 1.649 2.628 3.465
C 2.707 2.724 4.429
N 3.463 2.918 5.270
C 1.394 3.679 2.501
Cl 2.063 5.282 2.731
C 0.491 3.447 1.370
Cl 0.306 4.628 -0.011
C -2.116 -1.849 -1.567
C -1.329 -2.946 -1.777
H 1.619 -4.155 -1.458
H 1.218 -4.341 -3.290
H 0.236 -5.067 -2.059
H 1.620 -1.410 -2.101
H 0.320 0.470 -1.857
H -2.294 1.368 -1.896
H -3.359 0.320 -1.099
H -3.156 -2.102 -1.447
H -1.766 -3.908 -1.839
*
```

Properties
SMILES	C[n+]1ccc(C/N=N/c2nc(Cl)c(C#N)c(Cl)c2Cl)cc1
frontier orbital gap	7.3	eV
LUMO	-5.01	eV
energy relative to the best compared isomer or geometry (same formula, charge and spin)	166.21	kJ/mol

***

# C27H52P2ReSi

A structure of composition C27H52P2ReSi (ωB97M-V/def2-TZVPD, the Open Molecules 2025 dataset).

```
! RIJCOSX wB97M-V def2-TZVPD def2/J DEFGRID3
* xyz 2 4
Re -1.133 -0.319 0.821
C 0.231 1.211 1.234
C -0.687 1.120 2.330
C 0.434 -0.886 2.211
C 0.962 -0.012 1.217
C -0.599 -0.192 2.896
C 0.611 2.399 0.437
H -0.245 3.052 0.284
H 1.017 2.089 -0.526
H 1.403 2.949 0.962
C 2.307 -0.221 0.631
H 2.459 0.445 -0.219
H 2.431 -1.262 0.318
H 3.081 -0.019 1.394
C 1.163 -2.109 2.699
H 2.189 -1.847 3.035
H 1.269 -2.860 1.900
H 0.622 -2.538 3.551
C -1.275 -0.736 4.118
H -0.592 -1.430 4.636
H -2.168 -1.312 3.831
H -1.530 0.091 4.792
C -1.423 2.254 2.927
H -0.785 2.827 3.612
H -2.270 1.921 3.523
H -1.774 2.931 2.151
C -1.509 0.436 -5.052
C -0.937 1.110 -4.028
C -1.731 1.873 -3.025
C -2.258 0.773 -2.079
C -2.748 -0.454 -2.777
C -3.847 -0.794 -3.472
C -3.654 -0.965 -4.918
C -2.976 0.360 -5.434
H -2.602 2.406 -3.462
H -2.970 1.338 -1.386
H -1.153 2.605 -2.428
H -3.566 1.252 -5.113
H -0.882 -0.144 -5.746
H 0.139 1.267 -3.945
H -2.990 0.371 -6.533
H -2.984 -1.809 -5.164
H -4.638 -1.295 -2.925
H -4.610 -1.129 -5.410
H -1.434 0.436 -1.362
H -1.952 -1.218 -2.814
P -4.808 1.612 -1.674
C -5.905 1.221 -3.107
C -5.822 3.020 -1.088
P -3.403 -0.409 0.545
C -4.945 0.242 -0.529
C -3.906 0.493 2.073
C -4.130 -2.112 0.697
H -5.904 0.178 -3.438
H -5.571 1.830 -3.960
H -6.945 1.486 -2.860
H -6.847 2.941 -1.485
H -5.384 3.950 -1.481
H -5.864 3.099 0.002
H -5.172 -2.050 0.341
H -4.112 -2.488 1.731
H -3.562 -2.800 0.062
H -5.296 -0.635 -1.094
H -5.764 0.585 0.120
H -3.461 0.088 2.989
H -5.002 0.467 2.143
H -3.593 1.541 1.989
C 1.376 -1.099 -2.291
Si 0.501 -2.549 -1.488
C -0.470 -3.403 -2.864
C 1.797 -3.764 -0.863
C -0.797 -2.233 -0.106
H 2.443 -1.055 -2.013
H 0.920 -0.121 -2.077
H 1.333 -1.267 -3.381
H 0.226 -3.993 -3.478
H -1.199 -4.095 -2.420
H -0.994 -2.700 -3.525
H 2.724 -3.269 -0.545
H 1.425 -4.381 -0.034
H 2.052 -4.443 -1.689
H -1.722 -2.703 -0.523
H -0.451 -2.891 0.730
*
```

Properties
frontier orbital gap (spin up / spin down)	6.0 / 5.3	eV
expectation value of S²	3.784
LUMO (spin up / spin down)	-7.65 / -8.07	eV

***

# C36H33N5P2RbSSe2

A structure of composition C36H33N5P2RbSSe2 (ωB97M-V/def2-TZVPD, the Open Molecules 2025 dataset).

```
! RIJCOSX wB97M-V def2-TZVPD def2/J DEFGRID3
* xyz -1 1
Rb -0.874 3.191 -2.560
Se 1.614 -2.965 1.350
P 1.638 -0.949 1.981
C 0.600 -0.867 3.474
C -0.755 -1.075 3.241
C -1.632 -1.206 4.298
C -1.156 -1.126 5.597
C 0.187 -0.892 5.832
C 1.072 -0.769 4.774
C 3.309 -0.380 2.422
C 3.455 0.850 3.054
C 4.716 1.276 3.428
C 5.827 0.492 3.152
C 5.682 -0.714 2.487
C 4.422 -1.155 2.124
C 0.896 0.321 0.969
C 0.305 0.400 -0.304
N -0.222 1.627 -0.395
N 0.038 2.263 0.722
N 0.698 1.512 1.561
P -0.007 -0.797 -1.586
Se -1.004 -0.186 -3.329
C -1.164 -1.932 -0.755
C -2.315 -1.310 -0.278
C -3.333 -2.065 0.269
C -3.205 -3.444 0.337
C -2.068 -4.062 -0.151
C -1.044 -3.311 -0.704
C 1.551 -1.658 -1.961
C 2.750 -1.374 -1.321
C 3.903 -2.035 -1.700
C 3.868 -2.967 -2.724
C 2.679 -3.229 -3.384
C 1.524 -2.574 -3.006
H -1.111 -1.146 2.220
H -2.683 -1.375 4.110
H -1.837 -1.251 6.428
H 0.550 -0.810 6.848
H 2.123 -0.592 4.956
H 2.578 1.459 3.224
H 4.835 2.223 3.936
H 6.810 0.829 3.449
H 6.551 -1.315 2.255
H 4.291 -2.098 1.611
H -2.399 -0.232 -0.360
H -4.230 -1.585 0.637
H -4.004 -4.035 0.764
H -1.978 -5.138 -0.103
H -0.150 -3.791 -1.074
H 2.796 -0.631 -0.533
H 4.829 -1.819 -1.188
H 4.774 -3.479 -3.015
H 2.655 -3.932 -4.204
H 0.588 -2.747 -3.521
S 1.266 4.866 -4.998
C 2.220 3.586 -4.436
C 3.560 3.429 -4.861
C 4.324 2.419 -4.338
C 3.754 1.536 -3.416
C 2.428 1.743 -3.088
N 1.678 2.721 -3.554
H 3.961 4.127 -5.583
H 5.359 2.306 -4.643
H 4.318 0.725 -2.976
H 1.921 1.075 -2.389
C -6.126 3.320 0.435
C -5.941 2.289 -0.687
C -7.031 2.450 -1.755
C -5.963 0.870 -0.111
C -4.661 2.551 -1.317
N -3.674 2.820 -1.824
H -7.098 3.181 0.904
H -6.068 4.332 0.041
H -5.353 3.202 1.190
H -8.011 2.304 -1.305
H -6.898 1.717 -2.548
H -6.993 3.443 -2.197
H -6.938 0.675 0.334
H -5.202 0.760 0.658
H -5.778 0.132 -0.888
*
```

Properties
frontier orbital gap	5.4	eV
LUMO	1.89	eV
energy relative to the best compared isomer or geometry (same formula, charge and spin)	61.98	kJ/mol

***

# C4H6O2

An isolated molecule of C4H6O2 (ωB97M-V/def2-TZVPD, the Open Molecules 2025 dataset).

```
! RIJCOSX wB97M-V def2-TZVPD def2/J DEFGRID3
* xyz 0 1
O 1.554 1.146 -0.375
C 0.332 0.885 0.270
C -0.835 0.869 -0.565
C 0.068 -0.497 0.829
C -0.228 -1.540 -0.053
O -0.749 -1.375 -1.174
H 2.012 0.300 -0.453
H 0.202 1.566 1.121
H -1.807 1.062 -0.123
H -0.761 0.792 -1.641
H 0.152 -0.650 1.900
H 0.059 -2.558 0.263
*
```

Properties
frontier orbital gap (spin up / spin down)	8.0 / 8.0	eV
LUMO (spin up / spin down)	-0.50 / -0.50	eV
energy relative to the best compared isomer or geometry (same formula, charge and spin)	380.14	kJ/mol

***

# C34H45AsNiO12P2S

A structure of composition C34H45AsNiO12P2S (ωB97M-V/def2-TZVPD, the Open Molecules 2025 dataset).

```
! RIJCOSX wB97M-V def2-TZVPD def2/J DEFGRID3
* xyz -2 3
Ni 0.069 -0.480 0.391
C -1.059 2.551 3.710
C -0.864 3.002 2.266
C -1.331 4.447 2.061
O 0.510 2.931 1.927
P 1.027 1.797 0.882
O -0.179 1.333 0.010
C 2.914 1.797 1.257
P 3.158 0.157 0.553
O 2.265 -0.377 -0.501
O 4.659 0.288 -0.167
C 4.773 0.082 -1.559
C 4.206 1.257 -2.344
C 6.255 -0.149 -1.863
O 3.538 -0.750 1.823
C 4.082 -2.057 1.821
C 3.720 -2.863 0.584
C 5.602 -1.950 1.990
O 1.607 2.909 -0.398
C 0.799 3.652 -1.257
C 1.544 4.973 -1.503
C 0.514 2.913 -2.565
H -2.110 2.615 3.987
H -0.462 3.162 4.387
H -0.736 1.511 3.801
H -1.442 2.342 1.604
H -0.779 5.111 2.727
H -2.395 4.531 2.271
H -1.151 4.753 1.032
H 3.020 1.723 2.333
H 3.578 2.542 0.832
H 4.186 -0.808 -1.826
H 4.808 2.152 -2.197
H 3.198 1.449 -1.981
H 4.182 1.012 -3.405
H 6.821 0.754 -1.639
H 6.401 -0.408 -2.910
H 6.634 -0.958 -1.242
H 3.654 -2.539 2.713
H 4.283 -2.490 -0.270
H 2.657 -2.751 0.376
H 3.952 -3.915 0.745
H 6.014 -1.401 1.146
H 6.058 -2.940 2.045
H 5.834 -1.393 2.895
H -0.164 3.868 -0.773
H 2.502 4.757 -1.973
H 1.741 5.443 -0.542
H 0.976 5.656 -2.136
H 1.445 2.745 -3.102
H -0.167 3.490 -3.191
H 0.069 1.948 -2.332
O 0.593 -2.208 0.774
As -0.448 -1.149 3.735
O -1.538 -1.000 4.942
O 1.077 0.384 1.718
C -0.286 -3.142 3.484
C 0.542 -4.035 4.152
C 0.576 -5.367 3.760
C -0.172 -5.796 2.673
C -0.999 -4.909 2.000
C -1.031 -3.599 2.421
S -2.200 -2.397 1.848
O -2.611 -2.651 0.494
O -3.286 -2.497 2.797
O -1.467 -1.056 2.008
H 1.123 -2.038 1.563
H 1.146 -3.686 4.985
H 1.189 -6.080 4.299
H -0.128 -6.830 2.357
H -1.607 -5.214 1.161
C -1.094 -0.872 -0.978
C -2.183 -0.682 -1.521
C -3.441 -0.439 -2.056
C -3.901 -1.163 -3.205
C -2.978 -1.774 -4.075
C -3.388 -2.405 -5.226
C -4.740 -2.483 -5.544
C -5.672 -1.960 -4.657
C -5.268 -1.320 -3.505
C -4.227 0.585 -1.400
C -3.966 0.926 -0.061
C -4.697 1.903 0.579
C -5.709 2.585 -0.086
C -5.949 2.296 -1.421
C -5.219 1.321 -2.071
H -1.933 -1.729 -3.813
H -2.658 -2.838 -5.899
H -5.060 -2.963 -6.461
H -6.731 -2.057 -4.875
H -6.010 -0.968 -2.803
H -3.183 0.394 0.458
H -4.484 2.141 1.612
H -6.296 3.341 0.424
H -6.711 2.850 -1.961
H -5.392 1.155 -3.125
*
```

Properties
frontier orbital gap (spin up / spin down)	6.0 / 6.4	eV
expectation value of S²	2.054
LUMO (spin up / spin down)	4.31 / 4.02	eV
energy relative to the best compared isomer or geometry (same formula, charge and spin)	306.68	kJ/mol

***

Number 1: molar mass 571.53 g mol⁻¹. Number 2: molar mass 741.61 g mol⁻¹. Number 3: molar mass 341.61 g mol⁻¹. Number 4: molar mass 652.95 g mol⁻¹. Number 5: molar mass 873.10 g mol⁻¹. Number 6: molar mass 86.09 g mol⁻¹. Number 7: molar mass 873.35 g mol⁻¹.